[1]
ORCA calculation (ωB97M-V with the def2-TZVPD basis set) on an isolated ion of composition HO3P2S2 and charge -1 in a non-equilibrium geometry.

- Energy above the lowest of the compared OMol25 structures with the same formula, charge and spin: 375.6 kJ/mol
- E_LUMO: 3.38 eV
- Net charge: -1

XYZ file:
```
8
Properties=species:S:1:pos:R:3:forces:R:3
O 0.567227 -2.247034 1.840683 -0.5 -1.5 1.5
O -0.178688 0.947741 -1.952514 -0.7 -1.0 1.2
O -0.225293 1.886848 0.627002 0.2 0.8 -0.8
P 1.009951 -1.100733 1.032920 0.9 2.0 0.4
P -0.905889 0.407465 0.954949 0.8 0.1 -1.0
S 0.613772 -1.827294 -0.970353 -0.9 0.5 -1.2
S -0.799978 -0.247163 -1.191411 0.5 0.5 -1.5
H -0.081102 2.180170 -0.341277 -0.3 -1.4 1.5
```
Forces are in eV/Å.



[2]
ORCA calculation (ωB97M-V with the def2-TZVPD basis set) on C3H4N2O as an isolated structure.

- Energy above the lowest of the compared OMol25 structures with the same formula, charge and spin: 508.8 kJ/mol
- E_LUMO: -0.11 eV

XYZ file:
```
10
Properties=species:S:1:pos:R:3:forces:R:3
O 1.205545 -0.382296 0.772153 0.0 -0.2 0.3
C 0.731482 0.067643 -0.976308 -0.4 0.1 0.0
C 0.029661 -0.850458 -0.031523 0.0 -0.1 -0.1
N -1.154816 -0.224857 0.392809 0.1 -0.1 0.2
N -1.119529 1.100817 0.068162 0.4 -0.1 -0.2
C -0.086101 1.276690 -0.692242 -0.1 0.2 0.0
H 1.991169 -0.840005 0.433680 -0.1 0.1 0.1
H -0.007618 -1.937289 -0.078826 0.0 0.2 -0.1
H -1.694477 -0.472909 1.208696 0.1 0.0 -0.1
H 0.104684 2.262668 -1.096601 -0.1 -0.1 0.0
```
Forces are in eV/Å.



[3]
ORCA calculation (ωB97M-V with the def2-TZVPD basis set) on a 2-piece molecular cluster, C3H3NO3 overall in a non-equilibrium geometry.

- Energy above the lowest of the compared OMol25 structures with the same formula, charge and spin: 220.7 kJ/mol
- E_LUMO: 0.90 eV

XYZ file:
```
10
Properties=species:S:1:pos:R:3:forces:R:3
N -0.982316 1.070955 -0.633793 0.1 -0.2 0.1
C -0.136389 0.194937 -0.132526 -0.1 0.4 -0.2
O 1.118646 0.711305 -0.274034 -0.1 -0.1 0.0
C 2.098579 -0.119320 0.213327 0.6 0.0 0.1
O 3.250005 0.179102 0.157837 -0.6 -0.1 0.0
C -2.356017 -1.429434 0.568665 0.3 -1.2 0.7
O -1.998540 -2.360415 1.112854 -0.5 1.1 -0.6
H -0.702190 1.959545 -1.041440 0.0 -0.1 0.1
H 1.673093 -1.042777 0.634661 0.1 0.1 -0.1
H -1.964873 0.836100 -0.605551 0.2 0.1 0.0
```
Forces are in eV/Å.



[4]
ORCA calculation (ωB97M-V with the def2-TZVPD basis set) on C20H32BF14NO18S3Zr as an isolated structure in a non-equilibrium geometry.

- Energy above the lowest of the compared OMol25 structures with the same formula, charge and spin: 581.1 kJ/mol
- E_LUMO: -3.12 eV

XYZ file:
```
90
Properties=species:S:1:pos:R:3:forces:R:3
Zr 2.485028 -0.466336 -3.007580 0.2 -7.5 -2.0
N 1.257508 0.166498 -1.516181 -4.0 3.9 3.2
S 0.871829 -0.431149 -0.050403 2.5 -6.6 2.5
O -0.308964 -1.245340 -0.007351 0.5 1.3 -0.4
O 1.359319 0.233172 1.108710 -1.0 1.5 -0.8
F 2.024990 -1.516686 -0.211272 -0.3 -0.4 0.2
S 0.227584 1.552765 -1.289528 -1.3 2.9 -3.0
O 0.877157 2.716300 -0.790202 0.2 -1.1 0.1
O -1.118834 1.256085 -0.866221 2.0 -0.4 -0.4
F 0.113931 1.842756 -2.870343 0.2 -0.3 0.8
B 4.569268 -1.045432 -2.197705 1.7 -0.3 0.8
H 5.543378 -1.118298 -1.612163 1.1 -0.1 0.6
H 4.585592 -0.138295 -2.857476 -0.2 3.1 -2.1
H 4.362906 -1.929821 -2.851803 -1.0 -2.0 -1.6
H 3.714626 -0.860647 -1.497148 -2.3 0.5 2.1
O 1.836743 -2.510601 -2.930542 0.4 4.1 -0.1
C 1.824093 -3.870128 -2.804564 0.4 -0.5 1.1
C 2.534670 -4.692123 -3.963440 1.6 -0.5 -2.3
O 3.425100 -4.061514 -4.762424 -0.7 0.8 1.0
H 0.833223 -4.263631 -2.552162 -0.5 0.3 -0.7
H 2.356417 -4.234149 -1.917360 0.6 0.7 0.1
H 1.786240 -5.164534 -4.623006 -0.8 0.3 0.2
H 3.042282 -5.555485 -3.506378 -0.3 -0.1 0.7
C -3.429762 3.056579 0.837713 -0.4 -1.2 -0.9
C -3.073155 4.365525 0.143282 -0.6 0.7 1.7
O -2.635006 4.265093 -1.211232 0.8 -0.2 -0.7
C -3.477210 3.969425 -2.183490 -0.6 -0.7 0.5
O -4.629399 3.661332 -2.099226 -0.2 0.4 0.4
C -2.846763 3.879879 -3.574689 0.5 -0.1 -0.8
F -3.384883 4.762723 -4.420622 0.0 0.1 0.3
F -1.518254 4.051705 -3.579501 -0.2 0.0 0.0
F -3.111319 2.659254 -4.084874 0.2 0.1 0.3
H -3.987956 3.024958 1.774790 0.2 1.2 0.1
H -2.549054 2.445568 1.031209 0.1 0.1 -0.3
H -4.112566 2.482063 0.203492 0.2 0.0 -0.3
H -2.248783 4.815129 0.695735 0.2 0.0 -0.4
H -3.862590 5.118250 0.171950 -0.3 -0.3 0.0
C -3.915199 -1.918245 1.754633 -0.8 0.1 0.3
C -3.131482 -0.628355 1.728507 0.3 -0.2 0.1
O -3.409743 0.089389 2.966470 0.2 -0.4 0.1
C -2.436164 0.833321 3.452885 -0.1 0.1 0.4
O -1.486949 1.261182 2.864140 0.3 -0.2 -0.2
C -2.660910 1.159460 4.962574 -0.6 0.1 -0.4
F -1.554562 1.009277 5.669787 0.2 0.0 -0.1
F -3.105060 2.418608 5.055047 0.1 -0.1 0.1
F -3.592070 0.364856 5.487156 -0.2 -0.2 0.2
H -3.588320 -2.536994 2.590574 0.3 -0.1 -0.2
H -3.821216 -2.455686 0.811985 0.2 0.0 0.0
H -4.982701 -1.781208 1.938701 0.0 0.3 -0.2
H -3.323791 0.054073 0.903101 -0.2 -0.2 -0.1
H -2.079391 -0.911880 1.704823 0.1 0.4 0.0
C 1.468852 -3.406949 2.529820 -0.4 0.1 0.3
C 2.699077 -3.117160 3.415037 -1.7 -0.1 -1.3
O 3.480398 -2.206931 2.617169 0.5 0.0 0.3
C 4.751695 -2.063752 2.955660 0.0 0.6 0.3
O 5.390104 -2.744569 3.699274 0.0 0.0 -0.1
C 5.344317 -0.775774 2.301745 0.9 -1.0 0.5
F 4.419628 0.134794 2.044573 0.0 0.2 -0.3
F 6.267922 -0.253778 3.122784 -0.5 0.1 -0.1
F 5.992579 -1.133174 1.182831 -0.3 0.3 -0.3
H 1.123792 -2.514852 2.006839 0.2 0.3 0.4
H 0.640849 -3.705502 3.175374 0.0 -0.2 -0.1
H 1.549731 -4.122991 1.711828 0.6 -0.3 0.3
H 3.221272 -4.016954 3.725679 0.3 0.2 -0.1
H 2.329580 -2.567120 4.280024 0.3 0.0 0.2
C -2.079575 -3.130358 -2.950376 0.1 -0.2 0.3
C -1.619109 -1.684879 -2.948657 -0.2 -1.4 0.6
O -1.726748 -1.104694 -4.276503 1.0 0.9 -0.1
C -0.672178 -0.462650 -4.727303 -1.5 -0.6 0.1
O 0.416020 -0.461422 -4.211266 1.7 0.7 0.3
C -0.954602 0.300247 -6.045663 -0.7 -0.6 0.0
F -2.140017 -0.064177 -6.515695 0.0 -0.1 -0.3
F -0.994767 1.609356 -5.851263 0.5 0.2 0.2
F -0.012608 -0.021277 -6.922691 0.2 0.3 -0.1
H -1.348848 -3.812118 -3.384532 0.0 0.2 -0.3
H -3.058451 -3.307006 -3.392054 0.0 0.2 0.0
H -2.123155 -3.398947 -1.891586 -0.2 -0.1 0.0
H -0.598061 -1.706898 -2.573778 0.0 0.5 -0.3
H -2.256771 -1.130014 -2.263500 0.1 0.5 -0.3
C 0.753792 3.494464 2.672818 -0.7 -1.0 -1.1
C 1.492528 2.338568 3.412924 -0.2 1.5 -0.1
O 1.593716 2.817128 4.769946 -0.4 0.5 0.5
S 0.625789 4.106805 5.054485 0.4 -0.8 -0.1
O 1.314256 5.011946 5.928366 -0.7 -0.8 -1.0
O -0.713680 3.657763 5.351819 1.5 0.6 -0.4
O 0.719467 4.626371 3.524428 -0.1 0.1 1.0
H -0.246970 3.188290 2.365149 -0.2 0.1 0.4
H 1.239458 3.766335 1.737575 0.4 0.2 0.3
H 2.476489 2.301443 2.950474 0.3 -0.4 0.6
H 0.984401 1.381750 3.399862 -0.1 0.1 -0.1
```
Forces are in eV/Å.



Number 1: calculated total energy -1705.490593 hartree. Number 2: calculated total energy -301.293446 hartree. Number 3: calculated total energy -396.540391 hartree. Number 4: calculated total energy -4854.717249 hartree.